Entry 1:
Formula: C3H4N2OS
Source: OMol25
Level of theory: the ωB97M-V functional and the def2-TZVPD basis

As for the electronic energy: -19037.6867 eV. The value obtained for the energy above the lowest of the compared OMol25 structures with the same formula, charge and spin is 1.362 eV. As for the total charge: 0. For the HOMO energy, the calculation gives -9.64 eV. As for the strongest force on any atom: 2.72 eV Å⁻¹.

Last column: Löwdin charge in e.
Cartesian coordinates (Å):
H1 -0.795 2.558 0.011  0.03
N1 -1.642 2.026 -0.116  0.12
C1 -1.544 0.756 -0.072  -0.22
N2 -0.379 -0.008 0.069  -0.11
C2 -0.540 -1.420 0.077  -0.23
O1 -1.656 -1.928 -0.044  0.04
C3 0.858 0.557 0.350  -0.64
S1 2.303 -0.022 -0.136  0.70
H2 -2.439 0.131 -0.191  0.13
H3 0.392 -1.968 0.195  0.11
H4 0.746 1.579 0.711  0.06

Entry 2:
Formula: C4H12N2O
Source: OMol25
Level of theory: the ωB97M-V functional and the def2-TZVPD basis

As for the electronic energy: -9368.3906 eV. The value obtained for the energy above the lowest of the compared OMol25 structures with the same formula, charge and spin is 2.803 eV. As for the total charge: 0. For the HOMO energy, the calculation gives -9.11 eV. As for the strongest force on any atom: 5.19 eV Å⁻¹.

Last column: Löwdin charge in e.
Cartesian coordinates (Å):
C1 0.700 -0.471 -2.187  -0.05
C2 0.906 0.141 -0.776  -0.32
O1 0.970 1.688 -0.913  -0.07
C3 -0.018 -0.480 0.278  -0.34
N1 1.027 -0.821 1.335  0.05
C4 -0.918 0.530 0.855  -0.27
N2 -1.652 0.240 2.143  -0.03
H1 -0.345 -0.435 -2.594  0.09
H2 1.339 -0.054 -2.858  0.03
H3 0.861 -1.583 -1.907  0.11
H4 1.966 0.063 -0.688  0.12
H5 0.463 1.910 -1.644  0.02
H6 -0.489 -1.327 -0.259  0.14
H7 1.085 -1.807 1.425  0.05
H8 0.799 -0.348 2.216  0.07
H9 -1.706 0.818 0.068  0.14
H10 -0.327 1.410 1.126  0.11
H11 -2.366 -0.527 2.073  0.07
H12 -2.296 1.053 2.308  0.08

Entry 3:
Formula: C13H42Na4O12
Source: OMol25
Level of theory: the ωB97M-V functional and the def2-TZVPD basis

As for the electronic energy: -56380.4775 eV. As for the total charge: 0. For the HOMO energy, the calculation gives -4.52 eV. As for the strongest force on any atom: 4.10 eV Å⁻¹.

Last column: Löwdin charge in e.
Cartesian coordinates (Å):
Na1 -0.979 -5.416 2.299  0.67
Na2 -5.861 -2.863 0.719  0.61
Na3 -3.582 -7.388 -3.045  0.42
Na4 -1.117 0.467 4.818  0.69
O1 -1.323 -2.327 -0.961  -0.45
C1 -0.819 -1.054 -0.548  -0.43
C2 0.738 -0.910 -0.016  -0.40
O2 1.272 -1.450 1.199  -0.40
H1 -1.541 -0.636 0.153  0.04
H2 -1.015 -0.324 -1.333  0.06
H3 0.776 0.173 0.096  0.05
H4 1.375 -1.112 -0.877  0.07
O3 -3.974 -3.883 5.609  -0.30
C3 -3.923 -4.479 6.881  -0.37
C4 -4.311 -6.025 7.006  -0.35
O4 -3.341 -6.941 6.542  -0.24
H5 -4.610 -3.910 7.508  0.08
H6 -2.918 -4.314 7.268  0.08
H7 -5.238 -6.186 6.456  0.09
H8 -4.561 -6.218 8.049  0.09
O5 4.868 0.612 5.159  -0.05
H9 4.196 0.056 4.763  0.03
H10 4.387 1.174 5.766  0.02
O6 7.100 -2.977 1.308  -0.06
H11 6.188 -2.685 1.324  0.03
H12 7.611 -2.173 1.398  0.03
O7 0.223 -4.884 -5.007  -0.06
H13 0.984 -5.252 -4.558  0.03
H14 -0.338 -4.561 -4.302  0.03
O8 -7.516 -1.478 -3.733  -0.06
H15 -7.867 -0.917 -4.424  0.03
H16 -6.918 -2.072 -4.186  0.03
O9 2.834 -5.991 4.386  -0.05
H17 3.400 -6.559 3.864  0.03
H18 2.796 -5.171 3.894  0.03
C5 2.023 6.799 0.853  -0.08
C6 1.632 7.006 -0.591  -0.47
C7 0.195 6.409 -0.917  -0.05
O10 1.646 8.393 -0.911  -0.06
H19 1.395 7.251 1.621  0.08
H20 3.083 7.011 0.992  0.08
H21 2.018 5.716 0.975  0.08
H22 2.367 6.506 -1.222  0.14
H23 0.309 5.325 -0.915  0.07
H24 -0.089 6.607 -1.950  0.07
H25 -0.611 6.845 -0.326  0.07
H26 1.027 8.898 -0.378  0.08
C8 6.646 -3.476 -5.513  -0.08
C9 7.972 -4.145 -5.393  -0.52
C10 8.831 -4.024 -6.698  -0.04
O11 8.743 -3.762 -4.305  -0.03
H27 6.085 -3.737 -6.410  0.08
H28 6.674 -2.404 -5.316  0.09
H29 5.973 -3.873 -4.753  0.07
H30 7.723 -5.202 -5.297  0.12
H31 9.538 -3.195 -6.746  0.07
H32 8.221 -3.841 -7.583  0.06
H33 9.346 -4.959 -6.919  0.07
H34 8.192 -3.813 -3.521  0.09
C11 -7.096 7.173 0.643  -0.08
C12 -7.737 5.843 0.572  -0.51
C13 -6.695 4.840 0.139  -0.07
O12 -8.224 5.493 1.851  -0.05
H35 -7.641 7.819 1.332  0.08
H36 -7.128 7.632 -0.345  0.09
H37 -6.084 7.338 1.013  0.08
H38 -8.602 5.774 -0.087  0.14
H39 -7.114 3.841 0.260  0.08
H40 -5.782 4.883 0.733  0.08
H41 -6.260 4.918 -0.857  0.08
H42 -7.573 5.783 2.494  0.09

Entry 4:
Formula: C7H9ClN4
Source: OMol25
Level of theory: the ωB97M-V functional and the def2-TZVPD basis

As for the electronic energy: -25881.3034 eV. The value obtained for the energy above the lowest of the compared OMol25 structures with the same formula, charge and spin is 4.477 eV. As for the total charge: 0. For the HOMO energy, the calculation gives -8.83 eV. As for the strongest force on any atom: 5.44 eV Å⁻¹.

Last column: Löwdin charge in e.
Cartesian coordinates (Å):
C1 -1.858 -1.643 1.156  -0.16
C2 -0.845 -2.500 1.508  -0.12
C3 -1.870 -0.232 0.892  -0.70
C4 0.543 -2.184 1.445  -0.03
C5 0.717 0.716 -0.747  -0.54
C6 1.372 0.883 -2.152  -0.04
C7 1.163 1.675 0.308  -0.03
N1 -1.378 0.689 0.246  -0.03
N2 0.787 -1.237 0.689  -0.02
N3 1.024 -0.730 -0.396  0.14
N4 -0.745 0.791 -0.991  0.03
Cl1 -2.521 0.475 2.391  0.64
H1 -2.938 -2.042 1.282  0.13
H2 -1.166 -3.475 1.968  0.11
H3 -1.099 0.075 -1.640  0.13
H4 1.088 0.148 -2.779  0.02
H5 2.517 0.902 -2.203  0.11
H6 1.170 1.936 -2.601  0.12
H7 0.608 2.592 0.424  0.08
H8 2.138 2.001 -0.081  0.08
H9 1.293 1.163 1.281  0.09

Across the entries above, Kohn-Sham gap takes the values 8.630 9.986 1.778 8.391 eV, respectively.